Entry 1:
DFT (ωB97M-V/def2-TZVPD) results for C13H23ClI2NP2Tc as an isolated structure.

```
43
Properties=species:S:1:pos:R:3:forces:R:3
I -0.00173 -0.42141 -4.22997 -0.014 1.158 -0.045
I -0.00021 2.32558 -4.72375 -0.002 -1.134 0.088
Tc -0.00354 0.99355 -0.59493 -0.300 2.791 1.144
P -2.23952 1.33084 -0.96847 -4.514 0.302 0.002
C -2.79331 1.15075 -2.67489 0.235 -0.354 -0.384
C -3.35676 0.23322 0.02320 0.606 -0.068 -0.124
H -4.40911 0.53993 -0.04228 0.364 0.080 -0.204
H -3.98846 2.98976 -0.38206 0.239 -0.302 -0.232
H -3.04391 0.30354 1.06749 -0.074 -0.121 -0.002
H -2.44363 3.28954 0.43721 -0.101 0.157 -0.121
H -2.37863 0.22404 -3.08403 -0.369 0.192 0.066
H -3.25356 -0.78914 -0.34811 -0.071 -0.006 0.152
C -2.89865 2.98079 -0.50466 0.670 0.054 0.057
H -3.88127 1.14388 -2.79909 0.157 0.142 0.280
H -2.61922 3.67223 -1.30172 -0.040 0.183 0.177
H -2.35166 1.97622 -3.23947 -0.305 -0.104 0.009
P 2.21544 1.31394 -0.95858 4.582 0.201 0.033
C 2.77906 1.14162 -2.66678 -0.255 -0.363 -0.336
C 2.88368 2.95234 -0.47517 -0.679 0.026 0.044
H 2.92575 0.17723 1.06319 0.103 -0.087 -0.037
H 4.34090 0.53489 0.04733 -0.337 -0.001 -0.185
H 3.24310 -0.80839 -0.41082 0.096 -0.005 0.178
C 3.29927 0.18776 0.03587 -0.558 -0.011 -0.197
H 2.41909 3.25551 0.46455 0.141 0.158 -0.129
H 3.97288 2.94029 -0.34347 -0.265 -0.237 -0.235
H 3.87042 1.13530 -2.77873 -0.228 0.143 0.266
H 2.33754 1.97052 -3.22915 0.350 -0.125 0.040
H 2.61462 3.65066 -1.27011 0.073 0.191 0.189
H 2.36387 0.21694 -3.08484 0.413 0.238 0.110
Cl -0.01826 2.35957 1.28628 0.013 -1.267 -1.418
N 0.03667 -0.66206 0.26775 0.256 -4.471 2.435
C 0.07452 -1.65284 0.91944 -0.272 2.761 -2.575
C 0.04373 -2.73701 1.80975 -0.066 -1.098 0.917
C -1.19175 -3.22970 2.34547 0.712 1.180 -2.008
C -1.18372 -3.82670 3.60811 0.737 -0.867 1.985
C 0.03798 -4.04584 4.26792 0.025 -1.097 -0.100
C 1.23817 -3.95134 3.54187 -0.500 -0.878 1.862
C 1.24401 -3.35468 2.28464 -0.874 1.503 -2.404
H -2.11691 -3.19686 1.74425 0.477 0.335 0.440
H -2.13090 -4.09419 4.08731 0.318 0.070 -0.127
H 0.05791 -4.51120 5.26079 -0.088 0.400 -0.345
H 2.18847 -4.31905 3.93804 -0.350 0.065 0.098
H 2.11766 -3.39004 1.61062 -0.302 0.266 0.636
```
Forces are in eV/Å.

Values from the calculation:
Energy ... -64813.819 eV
⟨S²⟩ ... 3.81
Highest occupied orbital energy (alpha / beta) ... -17.49 / -17.48 eV
F_max ... 5.10 eV Å⁻¹
2S+1 ... 4
Kohn-Sham gap (alpha / beta) ... 6.11 / 3.15 eV
Total charge ... +3
E_LUMO (alpha / beta) ... -0.4181 / -0.5266 Eh

Entry 2:
DFT (ωB97M-V/def2-TZVPD) results for a 3-piece molecular cluster, C4H13NO2 overall.

```
20
Properties=species:S:1:pos:R:3:forces:R:3
C 0.43189 1.88968 -0.07960 -0.630 -0.068 0.665
C -0.39757 1.02024 0.64854 0.041 1.196 -0.196
C -1.71243 0.59548 0.05898 0.183 -0.326 0.042
H 1.10777 2.52894 0.47885 0.035 -0.064 0.031
H -0.03023 2.37102 -0.93726 0.102 -0.242 -0.200
H -0.39433 1.08602 1.73507 0.162 -0.221 -0.130
H -2.11659 -0.30002 0.53029 0.031 -0.012 0.010
H -2.44050 1.39404 0.22014 0.072 0.045 -0.047
H -1.60864 0.41273 -1.01088 -0.034 0.057 0.008
C -0.10878 -2.07209 0.96242 0.152 0.050 -0.026
N 0.61896 -0.80876 0.83851 0.185 -0.262 -0.245
H -0.70666 -2.21729 0.06409 0.003 -0.037 0.023
H 0.55997 -2.93145 1.07773 -0.089 0.021 -0.011
H -0.77654 -2.03567 1.82483 -0.003 -0.005 -0.021
H 1.22945 -0.65690 1.63575 -0.066 0.008 -0.066
H 1.20243 -0.76430 -0.01662 -0.262 -0.067 0.315
O 1.83342 0.10577 -1.48253 -0.788 0.839 0.248
O 0.78125 -0.32819 -2.39706 0.286 0.122 0.372
H 1.29046 0.96676 -0.90661 0.608 -1.103 -0.853
H 1.23667 -0.25603 -3.24466 0.010 0.067 0.080
```
Forces are in eV/Å.

Values from the calculation:
Energy ... -9938.837 eV
ΔE to the lowest compared entry with this formula, charge and spin ... 123.6 kcal/mol
Structure (SMILES) ... C=CC.CN.OO
Highest occupied orbital energy ... -7.81 eV
F_max ... 1.52 eV Å⁻¹
Kohn-Sham gap ... 8.75 eV
E_LUMO ... 0.0345 Eh

Entry 3:
DFT (ωB97M-V/def2-TZVPD) results for C20H62CuLiO22 as an isolated structure.

```
106
Properties=species:S:1:pos:R:3:forces:R:3
Cu 16.11257 9.19386 9.29000 -0.118 0.562 -0.172
Li 13.81624 10.31955 7.94270 0.472 -0.305 0.213
O 15.83131 10.72630 8.02373 -0.144 -0.895 -0.159
H 16.14157 11.44348 8.56749 0.256 0.574 0.344
O 14.22270 9.06742 9.51286 -0.248 -0.258 -0.196
H 13.83992 9.45076 10.31886 0.321 -0.033 -0.092
C 14.17232 8.73532 15.21453 0.443 1.339 1.037
C 14.28244 7.49396 14.43725 -0.047 -2.845 -0.324
O 15.62238 7.23055 13.97216 0.130 0.949 0.100
O 14.59703 9.87206 14.44685 0.652 -0.327 1.162
H 14.91017 8.67769 16.03909 -0.438 0.099 -0.233
H 13.17378 8.89966 15.67943 0.474 -0.265 -0.499
H 13.59733 7.40813 13.59422 -0.084 0.453 -0.197
H 14.09227 6.59092 15.05267 -0.343 0.679 0.077
H 16.03710 8.10513 13.94239 0.078 -0.159 -0.162
H 14.09126 9.94799 13.64841 -0.916 -0.068 -1.012
C 17.76617 4.90030 11.56744 2.182 0.669 0.287
C 17.61381 4.36238 10.16765 -1.192 1.621 -0.573
O 17.29877 5.45634 9.20013 1.564 -0.505 1.635
O 16.57680 5.54438 11.93676 -0.720 -1.225 -2.630
H 18.59293 5.64416 11.65110 -0.234 -0.359 -0.401
H 18.13750 4.05834 12.18832 -0.835 0.256 0.108
H 16.73389 3.72393 10.23958 0.026 -0.269 -0.432
H 18.45601 3.84572 9.74554 0.465 -0.329 0.347
H 16.47712 5.18252 8.83834 -1.389 -0.427 -0.761
H 16.49560 5.89687 12.78902 0.114 0.672 2.464
C 18.23459 8.26161 7.26299 1.012 1.146 -0.406
C 17.23608 7.41382 6.59691 -0.393 -0.937 0.253
O 15.90043 7.71989 7.02690 1.151 -2.017 0.575
O 17.96437 8.30917 8.63539 -0.584 -2.008 1.226
H 18.17303 9.26448 6.87974 -0.032 0.666 -0.051
H 19.26527 7.91819 7.07596 -0.306 -0.130 0.038
H 17.45260 6.37811 6.89396 -0.489 0.084 -0.048
H 17.47465 7.46212 5.55242 -0.690 0.104 -0.974
H 15.51495 8.50970 6.67786 -0.227 1.370 -0.884
H 17.74717 7.32386 8.81670 0.469 1.687 0.569
C 16.33821 12.98779 5.10775 0.305 -0.678 1.428
C 16.00463 14.24184 5.84971 1.020 1.157 0.390
O 16.06695 13.94761 7.25678 -0.534 -0.579 -0.457
O 15.62363 11.84390 5.52813 -0.425 -0.209 0.244
H 17.39914 12.83610 5.29341 0.263 -0.253 -0.266
H 16.15503 13.13463 4.08128 -0.108 0.082 -1.346
H 15.07356 14.75107 5.54262 0.171 -0.397 0.301
H 16.87929 14.90893 5.64077 -0.886 -0.072 -0.130
H 16.10762 14.76605 7.74119 0.047 0.477 0.295
H 15.85197 11.57113 6.45744 0.060 0.116 -0.277
C 9.54068 8.59448 11.51767 0.927 0.343 -0.055
C 10.57797 7.57617 11.03964 -0.997 -0.370 0.592
O 11.58310 7.25235 11.98932 -0.464 -0.835 1.003
O 10.30408 9.75614 11.88877 -0.780 0.892 0.506
H 8.86879 8.27883 12.35478 0.557 0.040 -0.698
H 8.99603 8.93053 10.63463 -0.586 -0.625 0.000
H 11.20277 8.01070 10.27977 -0.607 0.129 -0.863
H 10.00042 6.66982 10.71932 0.711 0.644 -0.135
H 11.26921 6.50249 12.52674 0.232 0.539 -0.125
H 9.65686 10.48926 11.93306 0.751 -0.435 0.121
C 13.72340 4.92971 9.49791 -1.009 0.603 0.215
C 12.38865 5.64097 9.30646 0.886 0.439 -0.142
O 12.54344 7.02032 8.94104 0.635 0.185 -0.499
O 14.57631 4.98381 8.39834 1.122 0.594 -0.810
H 13.51200 3.88069 9.66660 0.106 -0.196 0.416
H 14.16877 5.43153 10.34970 0.422 -0.319 0.536
H 11.90942 5.58045 10.28372 -0.300 -0.105 -0.090
H 11.79589 5.13348 8.53907 -0.037 0.306 0.045
H 13.35502 7.55693 9.25402 -0.920 -0.732 -0.001
H 14.94122 5.88685 8.33690 -0.660 -0.146 -0.397
C 11.55680 12.26528 8.72959 -1.208 -1.691 1.999
C 12.41961 13.27494 8.13230 0.007 2.093 -1.831
O 13.69780 13.26396 8.67090 0.529 -0.294 1.762
O 12.02445 10.97389 8.30370 -0.144 0.517 0.143
H 10.46289 12.42755 8.50792 1.157 -0.189 -0.017
H 11.67091 12.25840 9.86713 -0.294 0.268 -1.441
H 11.97871 14.29982 8.29605 0.268 -0.860 -0.370
H 12.53337 13.04857 7.05148 -0.548 0.407 0.329
H 14.43407 13.18349 8.06502 0.286 0.163 -0.807
H 11.34075 10.42044 7.91012 -0.029 -0.223 -0.186
C 17.17787 9.96316 12.20224 -0.257 0.172 -0.113
C 17.73478 8.62745 11.78021 -0.932 1.649 -0.877
O 16.65507 8.12525 10.96616 0.183 -0.200 0.203
O 16.97788 10.65791 10.94284 -0.417 0.168 1.430
H 17.79752 10.51256 12.90987 0.529 0.197 -0.337
H 16.23413 9.81675 12.77005 0.247 0.025 -0.703
H 18.02154 8.06990 12.64391 -0.075 -1.045 0.321
H 18.56205 8.80341 11.10532 0.514 -0.140 0.091
H 16.48304 7.19755 11.13171 -0.098 -1.034 0.184
H 16.25499 11.30224 11.10872 0.268 0.065 -0.679
C 11.92405 8.65092 5.57933 0.960 1.201 -2.024
C 13.47281 8.56235 5.28996 -0.501 -0.607 -1.472
O 14.24451 9.57318 5.93257 0.310 0.820 -0.199
O 11.51780 8.76658 6.90228 0.534 -1.012 1.251
H 11.49965 7.78084 5.03389 -0.057 0.337 0.436
H 11.56174 9.61019 5.02171 0.486 -1.619 1.046
H 13.51614 8.66539 4.16126 0.132 -0.018 1.141
H 13.95440 7.55760 5.50179 -0.843 1.049 0.161
H 14.69119 10.26338 5.34409 -0.859 -0.989 0.714
H 11.91057 8.04572 7.49028 -0.513 0.688 -0.696
C 14.40393 12.46182 12.21936 0.013 0.990 1.556
C 12.98190 11.88168 12.35829 0.704 0.474 -1.702
O 13.06890 10.50080 12.04764 -0.140 -0.430 0.018
O 14.99590 12.55680 10.91337 -0.121 -0.796 1.614
H 15.08831 11.94830 12.92746 -0.189 -0.233 -0.790
H 14.37197 13.46000 12.69779 -0.153 -0.041 -0.494
H 12.37716 12.43821 11.59292 0.116 -0.527 0.733
H 12.54618 12.04387 13.34853 0.293 0.134 -0.007
H 12.18443 10.08998 12.01304 -0.044 0.172 0.054
H 14.33107 12.74516 10.24303 -0.398 0.194 -0.472
```
Forces are in eV/Å.

Values from the calculation:
Energy ... -111629.253 eV
⟨S²⟩ ... 0.75
Highest occupied orbital energy (alpha / beta) ... -11.84 / -12.00 eV
F_max ... 2.99 eV Å⁻¹
2S+1 ... 2
Kohn-Sham gap (alpha / beta) ... 10.18 / 9.57 eV
Total charge ... +1
E_LUMO (alpha / beta) ... -0.0609 / -0.0892 Eh